Record 1
Computed, not measured: 6 unconnected molecules or ions with the total composition C35H83N2O3S, with wB97M-V/def2-TZVPD.

Output
Highest occupied orbital energy in eV: -12.03
E_LUMO in eV: -2.868
Molar mass in g mol⁻¹: 612.13
Total charge: +1
Total energy in Eh: -2116.45105
Kohn-Sham gap in eV: 9.164
F_max in eV Å⁻¹: 0.9
Multiplicity: 1

Last column: Löwdin charge in e.
CARTESIAN COORDINATES (ANGSTROEM)
O  -3.59  -1.42  -5.96  -0.324
S  -3.16  -2.35  -6.96  0.686
O  -3.62  -2.14  -8.30  -0.324
C  -1.40  -2.37  -6.99  -0.199
C  -0.77  -0.96  -7.15  -0.309
C  -1.33  -0.11  -8.28  -0.038
N  -2.47  0.79  -7.90  -0.093
O  -2.71  1.70  -8.96  0.081
C  -2.31  1.48  -6.58  -0.055
C  -1.01  1.17  -5.89  -0.172
N  -0.71  -0.26  -5.86  0.007
H  -3.51  -3.59  -6.57  0.098
H  -1.09  -3.04  -7.78  0.118
H  -1.07  -2.77  -6.04  0.102
H  0.24  -1.18  -7.47  0.154
H  -1.70  -0.75  -9.08  0.140
H  -0.58  0.54  -8.71  0.148
H  -3.34  0.25  -7.89  0.168
H  -2.01  2.37  -8.90  0.139
H  -3.15  1.21  -5.96  0.133
H  -2.37  2.55  -6.76  0.142
H  -1.15  1.50  -4.87  0.138
H  -0.19  1.77  -6.30  0.127
H  0.24  -0.36  -5.52  0.126
C  2.62  -3.85  -1.16  -0.099
C  1.71  -4.19  -2.34  -0.263
C  1.10  -2.97  -3.01  -0.232
C  0.21  -2.12  -2.10  -0.226
C  -0.96  -2.87  -1.46  -0.254
C  -1.98  -3.40  -2.47  -0.104
H  2.07  -3.35  -0.36  0.060
H  3.07  -4.75  -0.74  0.074
H  3.43  -3.19  -1.47  0.078
H  0.92  -4.87  -2.01  0.101
H  2.29  -4.75  -3.09  0.106
H  0.53  -3.29  -3.89  0.084
H  1.91  -2.33  -3.39  0.108
H  -0.18  -1.28  -2.67  0.100
H  0.82  -1.69  -1.30  0.079
H  -1.47  -2.18  -0.79  0.090
H  -0.59  -3.68  -0.84  0.107
H  -2.38  -2.59  -3.08  0.054
H  -2.81  -3.87  -1.95  0.077
H  -1.56  -4.15  -3.14  0.065
C  1.43  0.64  0.33  -0.098
C  0.75  -0.13  1.45  -0.261
C  -0.75  0.15  1.57  -0.216
C  -1.08  1.60  1.91  -0.213
C  -0.42  2.11  3.19  -0.257
C  -0.85  1.34  4.45  -0.087
H  1.37  1.72  0.48  0.063
H  2.48  0.38  0.25  0.075
H  0.95  0.42  -0.63  0.056
H  1.25  0.08  2.40  0.082
H  0.89  -1.21  1.27  0.096
H  -1.17  -0.51  2.33  0.098
H  -1.25  -0.12  0.63  0.094
H  -2.17  1.70  2.00  0.085
H  -0.79  2.25  1.08  0.106
H  -0.67  3.16  3.32  0.103
H  0.66  2.06  3.09  0.076
H  -1.93  1.40  4.58  0.079
H  -0.38  1.77  5.33  0.074
H  -0.57  0.29  4.40  0.047
C  2.23  4.75  2.74  -0.108
C  3.18  3.79  3.44  -0.268
C  3.46  4.15  4.90  -0.226
C  4.12  5.51  5.11  -0.228
C  5.45  5.70  4.38  -0.270
C  6.53  4.71  4.83  -0.111
H  2.64  5.76  2.69  0.067
H  2.03  4.43  1.72  0.064
H  1.27  4.81  3.27  0.066
H  4.12  3.74  2.89  0.100
H  2.76  2.78  3.41  0.084
H  4.08  3.37  5.35  0.102
H  2.51  4.13  5.45  0.109
H  4.28  5.66  6.18  0.110
H  3.43  6.31  4.80  0.101
H  5.80  6.71  4.57  0.104
H  5.30  5.62  3.30  0.096
H  6.71  4.79  5.90  0.076
H  7.47  4.90  4.31  0.069
H  6.24  3.68  4.61  0.064
C  4.99  -3.13  5.80  -0.109
C  4.08  -3.41  4.61  -0.269
C  3.45  -2.16  4.01  -0.230
C  2.56  -1.36  4.96  -0.225
C  1.39  -2.15  5.56  -0.258
C  0.42  -2.69  4.51  -0.100
H  4.45  -2.67  6.63  0.066
H  5.45  -4.04  6.17  0.070
H  5.80  -2.45  5.51  0.075
H  3.29  -4.11  4.92  0.098
H  4.65  -3.93  3.84  0.103
H  2.88  -2.44  3.12  0.092
H  4.25  -1.50  3.65  0.110
H  2.15  -0.50  4.41  0.088
H  3.16  -0.95  5.77  0.104
H  0.85  -1.49  6.24  0.104
H  1.76  -2.98  6.17  0.100
H  0.03  -1.87  3.90  0.043
H  -0.42  -3.19  4.98  0.074
H  0.90  -3.40  3.84  0.068
C  -5.17  -0.56  -2.94  -0.101
C  -4.23  -0.32  -1.76  -0.264
C  -4.83  -0.73  -0.42  -0.223
C  -6.09  0.04  -0.02  -0.222
C  -5.92  1.56  0.04  -0.264
C  -4.87  2.01  1.06  -0.108
H  -6.08  0.03  -2.87  0.069
H  -4.69  -0.30  -3.89  0.039
H  -5.46  -1.61  -3.00  0.080
H  -3.93  0.73  -1.73  0.099
H  -3.31  -0.89  -1.92  0.074
H  -4.07  -0.61  0.36  0.096
H  -5.07  -1.79  -0.44  0.112
H  -6.42  -0.31  0.96  0.113
H  -6.90  -0.20  -0.71  0.102
H  -6.88  2.01  0.29  0.106
H  -5.65  1.95  -0.95  0.096
H  -5.13  1.66  2.06  0.082
H  -4.81  3.10  1.10  0.075
H  -3.88  1.64  0.81  0.040

Record 2
Computed, not measured: 4 unconnected molecules or ions with the total composition C39H68F5NO8 at a distorted geometry, with wB97M-V/def2-TZVPD.

Output
Highest occupied orbital energy in eV: -9.15
E_LUMO in eV: -0.928
Molar mass in g mol⁻¹: 773.96
Total charge: 0
Total energy in Eh: -2682.42288
Kohn-Sham gap in eV: 8.224
F_max in eV Å⁻¹: 5.1
SMILES: CCCCCCCCCCCCCCN1C(=O)c2ccc(CCCC(F)(F)C(F)(F)F)cc2C1=O.COCCOC.COCCOC.COCCOC
Multiplicity: 1

Last column: Löwdin charge in e.
CARTESIAN COORDINATES (ANGSTROEM)
C  -2.16  11.32  -16.37  -0.131
C  -2.92  9.88  -16.27  -0.261
C  -3.24  9.45  -14.75  -0.221
C  -3.41  7.83  -14.68  -0.218
C  -4.51  7.37  -13.60  -0.235
C  -4.00  7.37  -12.08  -0.209
C  -5.16  6.72  -11.12  -0.203
C  -4.51  5.64  -10.11  -0.216
C  -5.43  5.46  -8.79  -0.215
C  -4.50  5.48  -7.46  -0.214
C  -3.69  4.07  -7.31  -0.203
C  -4.50  3.09  -6.33  -0.211
C  -3.64  1.90  -5.69  -0.161
C  -3.30  2.15  -4.12  -0.144
N  -3.81  1.07  -3.22  0.009
C  -3.90  1.58  -1.85  -0.319
O  -4.23  2.69  -1.39  0.070
C  -3.52  0.35  -0.93  -0.024
C  -3.57  0.13  0.60  0.018
C  -3.14  -1.25  1.15  0.001
C  -2.65  -2.44  0.24  -0.140
C  -2.29  -3.79  1.00  -0.165
C  -0.89  -4.45  0.58  -0.178
C  0.23  -4.44  1.72  -0.086
C  -0.20  -5.09  3.11  -0.283
F  -1.38  -5.88  3.06  0.064
F  -0.50  -3.99  4.00  0.016
C  0.93  -5.96  3.85  -0.295
F  0.87  -5.61  5.24  0.071
F  0.50  -7.33  3.79  0.079
F  2.23  -5.80  3.34  0.085
C  -2.59  -2.20  -1.28  0.049
C  -3.03  -0.82  -1.82  -0.018
C  -3.13  -0.24  -3.30  -0.278
O  -2.74  -0.80  -4.36  0.057
H  -1.22  11.21  -17.01  0.065
H  -2.87  12.02  -16.92  0.065
H  -1.86  11.72  -15.35  0.066
H  -2.25  9.12  -16.82  0.100
H  -3.90  9.95  -16.87  0.109
H  -4.25  9.92  -14.46  0.112
H  -2.46  9.80  -14.00  0.104
H  -3.82  7.53  -15.72  0.105
H  -2.40  7.30  -14.57  0.113
H  -4.85  6.30  -13.84  0.105
H  -5.42  8.06  -13.68  0.115
H  -3.04  6.77  -11.91  0.105
H  -3.78  8.46  -11.78  0.112
H  -5.75  7.52  -10.56  0.103
H  -5.85  6.15  -11.84  0.104
H  -3.47  5.96  -9.74  0.109
H  -4.47  4.64  -10.67  0.114
H  -6.25  6.26  -8.71  0.103
H  -5.99  4.45  -8.83  0.108
H  -3.79  6.38  -7.45  0.103
H  -5.23  5.64  -6.58  0.099
H  -2.60  4.25  -7.00  0.109
H  -3.70  3.62  -8.37  0.106
H  -5.00  3.76  -5.53  0.103
H  -5.37  2.66  -6.95  0.114
H  -4.26  0.94  -5.74  0.106
H  -2.62  1.75  -6.22  0.119
H  -2.18  2.36  -3.95  0.141
H  -3.83  3.15  -3.86  0.122
H  -3.95  0.97  1.27  0.107
H  -3.21  -1.42  2.27  0.097
H  -2.33  -3.63  2.12  0.102
H  -3.13  -4.55  0.76  0.132
H  -1.05  -5.56  0.28  0.124
H  -0.42  -3.93  -0.33  0.121
H  1.18  -4.91  1.26  0.135
H  0.52  -3.34  1.95  0.144
H  -2.27  -3.02  -1.99  0.113
C  2.39  -4.72  9.47  -0.098
O  3.70  -4.30  9.09  -0.208
C  4.70  -5.22  9.52  -0.197
C  5.16  -6.13  8.39  -0.190
O  4.12  -7.01  7.97  -0.187
C  3.48  -6.57  6.78  -0.111
H  1.67  -4.15  8.89  0.086
H  2.23  -5.78  9.28  0.087
H  2.24  -4.50  10.53  0.086
H  4.36  -5.80  10.38  0.118
H  5.56  -4.61  9.84  0.121
H  5.98  -6.76  8.76  0.124
H  5.54  -5.55  7.54  0.124
H  4.11  -6.80  5.92  0.092
H  3.27  -5.50  6.80  0.070
H  2.54  -7.11  6.68  0.083
C  3.84  -2.32  6.40  -0.103
O  4.31  -3.29  5.48  -0.200
C  3.70  -3.17  4.20  -0.200
C  4.62  -2.46  3.21  -0.192
O  4.82  -1.09  3.58  -0.192
C  6.07  -0.89  4.23  -0.109
H  4.53  -2.29  7.25  0.088
H  3.79  -1.32  5.96  0.085
H  2.85  -2.61  6.76  0.085
H  2.73  -2.67  4.28  0.128
H  3.52  -4.19  3.84  0.100
H  4.13  -2.45  2.23  0.122
H  5.58  -2.98  3.11  0.126
H  6.87  -0.88  3.49  0.087
H  6.27  -1.66  4.99  0.083
H  6.04  0.08  4.73  0.090
C  5.95  -3.63  16.30  -0.111
O  6.48  -4.51  15.32  -0.194
C  5.56  -5.53  14.95  -0.197
C  4.88  -5.21  13.62  -0.204
O  4.03  -4.07  13.75  -0.196
C  4.64  -2.88  13.24  -0.104
H  6.57  -2.74  16.34  0.089
H  4.92  -3.33  16.07  0.083
H  5.97  -4.12  17.28  0.087
H  4.83  -5.71  15.74  0.126
H  6.15  -6.45  14.82  0.123
H  4.24  -6.05  13.35  0.123
H  5.61  -5.06  12.82  0.118
H  4.59  -2.89  12.14  0.081
H  5.67  -2.78  13.56  0.085
H  4.07  -2.03  13.61  0.090